Entry 1:
{"formula": "CH6N4S", "method": "wB97M-V/def2-TZVPD", "symbols": ["N", "N", "C", "S", "N", "N", "H", "H", "H", "H", "H", "H"], "coordinates": [[1.13017, -1.27971, -0.05418], [1.04611, -0.01163, -0.71223], [-0.17734, 0.55872, -0.92241], [-0.63759, 1.26269, -2.37171], [-1.03309, 0.62885, 0.14029], [-0.72174, 0.43402, 1.48902], [0.98499, -1.07078, 0.93409], [0.31547, -1.82772, -0.35512], [1.47237, -0.10066, -1.59298], [-1.86339, 1.10132, -0.01271], [0.20207, 0.84501, 1.71851], [-0.71803, -0.54010, 1.73944]], "homo_energy_ev": -8.5248, "relative_energy_kcal_mol": 13.10, "smiles": "NNC(=S)NN", "orbital_gap_ev": 9.1, "energy_ev": -17928.234}

***

Entry 2:
{"formula": "CH6N4S2", "method": "wB97M-V/def2-TZVPD", "symbols": ["C", "H", "H", "H", "H", "H", "H", "N", "N", "N", "N", "S", "S"], "coordinates": [[-0.14696, -0.33022, -0.05242], [-2.54194, -0.35040, 1.23693], [-2.99620, -1.14370, -0.56901], [-1.20405, 1.19820, 0.29116], [1.59570, 2.31887, 0.82713], [0.88094, -1.78643, -0.77207], [3.34708, -0.13116, -0.89866], [-2.36723, -0.20227, 0.02902], [-1.19119, -1.06396, -0.18105], [-0.18577, 0.90782, 0.50772], [1.21923, -0.81385, -0.40564], [0.85906, 2.12088, -0.24632], [2.73132, -0.72378, 0.23319]], "homo_energy_ev": -8.8868, "relative_energy_kcal_mol": 67.41, "orbital_gap_ev": 9.4, "energy_ev": -28760.683}

***

Entry 3:
{"formula": "CH6NO", "method": "wB97M-V/def2-TZVPD", "symbols": ["C", "N", "O", "H", "H", "H", "H", "H", "H"], "coordinates": [[2.17221, 0.19010, -0.21116], [-1.76569, -0.09765, 0.13379], [1.06450, 0.29454, 0.16262], [2.42481, -0.79989, -0.56824], [3.07348, 0.83067, -0.08361], [-0.74823, -0.48939, 0.26854], [-2.14360, -0.23554, -0.83272], [-1.69862, 0.87450, 0.33339], [-2.37886, -0.56736, 0.79739]], "homo_energy_ev": -14.5429, "relative_energy_kcal_mol": 12.66, "orbital_gap_ev": 10.5, "total_charge": 1, "energy_ev": -4664.217}

***

Entry 4:
{"formula": "CH6NO", "method": "wB97M-V/def2-TZVPD", "symbols": ["C", "N", "O", "H", "H", "H", "H", "H", "H"], "coordinates": [[-1.33141, 0.27542, 0.35153], [1.52196, -0.37856, 0.07427], [-1.32705, 0.59281, -0.87571], [-1.28895, -0.70717, 0.67653], [-1.13224, 1.06202, 1.15997], [1.32509, 0.33379, -0.62346], [1.91618, -0.01343, 0.93526], [2.11726, -1.15652, -0.19465], [-1.80084, -0.00837, -1.50374]], "homo_energy_ev": -14.7144, "relative_energy_kcal_mol": 52.39, "orbital_gap_ev": 7.7, "total_charge": 1, "energy_ev": -4662.494}

***

Entry 5:
{"formula": "CH6NO2", "method": "wB97M-V/def2-TZVPD", "symbols": ["N", "C", "O", "H", "H", "H", "H", "H", "H", "O"], "coordinates": [[-0.71671, 0.41274, -1.70967], [-0.48856, 1.02905, -0.34081], [-0.47026, 0.20078, 0.68660], [-1.71901, 0.33573, -1.83956], [-0.38773, -0.54109, -1.55132], [-1.31837, 1.79715, -0.30917], [0.35927, 1.74639, -0.47320], [0.60288, -0.95902, 0.94458], [2.00943, -0.92486, 0.74692], [1.42499, -1.46755, 1.29558]], "homo_energy_ev": -3.1573, "relative_energy_kcal_mol": 7.25, "orbital_gap_ev": 8.0, "total_charge": -1, "energy_ev": -6719.516}

***

Entry 6:
{"formula": "CH6NO2", "method": "wB97M-V/def2-TZVPD", "symbols": ["O", "H", "N", "C", "O", "H", "H", "H", "H", "H"], "coordinates": [[2.20170, 0.11660, 2.18400], [1.55963, 0.84704, 2.20098], [-0.70544, 0.89351, -1.05561], [-0.84693, -0.62474, -0.46586], [0.13751, -1.30422, 0.00035], [-1.34398, 0.99704, -1.77717], [0.30463, 1.01795, -1.48958], [-1.52539, -1.17611, -1.15689], [-1.67441, -0.48779, 0.22418], [1.89269, -0.27926, 1.33561]], "homo_energy_ev": -2.4280, "relative_energy_kcal_mol": 29.98, "orbital_gap_ev": 7.1, "total_charge": -1, "energy_ev": -6718.531}

***

Entry 7:
{"formula": "CH6NO2", "method": "wB97M-V/def2-TZVPD", "symbols": ["O", "H", "H", "H", "C", "N", "O", "H", "H", "H"], "coordinates": [[0.10825, 0.45251, 2.27140], [-0.09374, -0.23310, 2.91963], [0.33250, 1.21090, 2.83315], [-0.24253, -1.96881, -2.23398], [0.05902, -0.19555, -1.48636], [-0.19310, 0.50445, -0.44503], [-0.01629, -1.47875, -1.41384], [0.43310, 0.21337, -2.41991], [-0.21940, -0.00715, 0.44558], [-0.16781, 1.50211, -0.47062]], "homo_energy_ev": -16.0816, "relative_energy_kcal_mol": 14.73, "orbital_gap_ev": 11.7, "total_charge": 1, "energy_ev": -6712.512}

***

Entry 8:
{"formula": "CH6NO3", "method": "wB97M-V/def2-TZVPD", "symbols": ["C", "N", "O", "O", "O", "H", "H", "H", "H", "H", "H"], "coordinates": [[-0.31886, -1.76591, 0.21084], [0.92281, -1.42631, 0.52699], [-1.20304, -1.04316, -0.24845], [-0.20169, 2.20668, -0.81763], [-0.11603, 0.99689, -0.14004], [-0.47894, -2.76778, 0.57153], [1.59697, -2.06104, 0.95556], [1.17940, -0.47349, 0.30581], [0.78069, 2.63317, -0.75107], [-1.04569, -0.01393, -0.33643], [-1.11039, 2.54358, -0.41139]], "homo_energy_ev": -15.0971, "relative_energy_kcal_mol": 121.78, "orbital_gap_ev": 10.8, "total_charge": 1, "energy_ev": -8755.304}

***

What is the formula in the second record? CH6N4S2